Entry 1:
Molecular formula: C22H27N3O4S
Method: DFT, ωB97M-V/def2-TZVPD

CARTESIAN COORDINATES (ANGSTROEM)
1 C 5.9477 2.9441 1.4977
2 O 5.5060 2.9708 0.1629
3 C 4.1936 2.6909 -0.0918
4 C 3.2538 2.3184 0.8610
5 C 1.9457 2.0495 0.4909
6 C 1.5485 2.1560 -0.8361
7 N 0.2487 1.8494 -1.2331
8 S -1.1368 1.6712 -0.3004
9 O -0.9653 2.3534 0.9516
10 O -2.1924 2.0918 -1.1733
11 C -1.2175 -0.1019 -0.0515
12 C -0.0157 -0.7775 -0.0994
13 C 0.0337 -2.1667 -0.0559
14 N 1.2878 -2.7801 -0.1021
15 C 1.5902 -4.1104 -0.0764
16 O 0.7648 -4.9972 -0.0017
17 C 3.0501 -4.4211 -0.1468
18 C 4.0947 -3.5628 0.5196
19 C 4.0156 -3.6060 -0.9683
20 C -1.1693 -2.8681 0.0134
21 C -2.3636 -2.1890 0.0843
22 C -2.4370 -0.7827 0.0814
23 N -3.6326 -0.1182 0.1670
24 C -4.8673 -0.7781 -0.1968
25 C -5.8240 0.2505 -0.8017
26 C -6.0977 1.3715 0.1934
27 C -4.7715 2.0055 0.5973
28 C -3.8337 0.9342 1.1438
29 C 2.4926 2.5349 -1.7914
30 C 3.7945 2.7953 -1.4248
31 H 5.3976 3.6588 2.1181
32 H 5.8595 1.9427 1.9325
33 H 6.9981 3.2293 1.4658
34 H 3.5198 2.2350 1.9027
35 H 1.2191 1.7901 1.2431
36 H 0.0198 2.0569 -2.1909
37 H 0.8985 -0.2119 -0.1885
38 H 2.0582 -2.1302 -0.1635
39 H 3.2096 -5.4919 -0.1239
40 H 4.9140 -4.0696 1.0062
41 H 3.7784 -2.6707 1.0401
42 H 4.7805 -4.1429 -1.5083
43 H 3.6448 -2.7440 -1.5036
44 H -1.1522 -3.9452 0.0319
45 H -3.2711 -2.7633 0.1765
46 H -4.6569 -1.5478 -0.9405
47 H -5.3408 -1.2487 0.6802
48 H -5.3600 0.6717 -1.6945
49 H -6.7519 -0.2465 -1.0908
50 H -6.7560 2.1187 -0.2524
51 H -6.5980 0.9649 1.0767
52 H -4.9237 2.7718 1.3582
53 H -4.2970 2.4637 -0.2698
54 H -2.8778 1.3754 1.4152
55 H -4.2793 0.4911 2.0516
56 H 2.1961 2.6254 -2.8261
57 H 4.5271 3.0900 -2.1591

* energy above the lowest of the compared OMol25 structures with the same formula, charge and spin: 67.38 kcal per mole
* SMILES: COc1ccc(NS(=O)(=O)c2cc(NC(=O)C3CC3)ccc2N2CCCCC2)cc1
* E_LUMO: 0.46 eV
* gap between HOMO and LUMO: 8.1 eV

***

Entry 2:
Molecular formula: C22H27N3O5S
Method: DFT, ωB97M-V/def2-TZVPD

CARTESIAN COORDINATES (ANGSTROEM)
1 C -7.6855 -0.0444 0.1008
2 C -6.1943 -0.1732 0.1146
3 C -5.4923 -0.2104 1.3143
4 C -4.1145 -0.3483 1.3218
5 C -3.4388 -0.4475 0.1219
6 S -1.6622 -0.6207 0.0918
7 O -1.1806 -0.6993 1.4449
8 O -1.3031 -1.6766 -0.8096
9 N -1.2315 0.8214 -0.6491
10 C -1.4341 1.9888 0.1767
11 C -0.3156 2.2804 1.1856
12 C 0.8535 3.0002 0.5408
13 O 1.1166 4.1576 0.8072
14 N 1.5538 2.3047 -0.3885
15 C 2.6351 2.9868 -1.0680
16 C 3.9961 2.7463 -0.4081
17 O 4.4816 1.4359 -0.6772
18 C 4.4796 0.5565 0.3626
19 O 4.0849 0.8103 1.4709
20 N 5.0279 -0.6122 -0.0345
21 C 4.9255 -1.8114 0.7808
22 C 3.6390 -2.5417 0.4886
23 C 2.4732 -2.1751 1.1500
24 C 1.2699 -2.7842 0.8414
25 C 1.2211 -3.7604 -0.1399
26 C 2.3784 -4.1320 -0.8024
27 C 3.5829 -3.5239 -0.4909
28 C 1.2679 0.9294 -0.7355
29 C -0.0610 0.7839 -1.4918
30 C -4.1148 -0.4165 -1.0830
31 C -5.4901 -0.2796 -1.0830
32 H -8.1384 -1.0161 -0.0959
33 H -8.0064 0.6365 -0.6843
34 H -8.0559 0.3162 1.0565
35 H -6.0273 -0.1316 2.2491
36 H -3.5516 -0.3844 2.2414
37 H -2.3687 1.8124 0.7148
38 H -1.5762 2.8533 -0.4816
39 H -0.7031 2.9476 1.9570
40 H -0.0025 1.3488 1.6578
41 H 2.6688 2.6660 -2.1120
42 H 2.4239 4.0580 -1.0152
43 H 3.9103 2.8828 0.6742
44 H 4.7326 3.4431 -0.8163
45 H 5.1906 -0.7262 -1.0228
46 H 5.7947 -2.4395 0.5724
47 H 4.9500 -1.4842 1.8221
48 H 2.5170 -1.4063 1.9075
49 H 0.3677 -2.4847 1.3502
50 H 0.2772 -4.2186 -0.3908
51 H 2.3454 -4.8954 -1.5665
52 H 4.4862 -3.8162 -1.0093
53 H 2.0771 0.5711 -1.3736
54 H 1.2412 0.2954 0.1565
55 H -0.0895 -0.1887 -1.9857
56 H -0.1507 1.5778 -2.2419
57 H -3.5519 -0.5067 -1.9980
58 H -6.0289 -0.2553 -2.0188

* energy above the lowest of the compared OMol25 structures with the same formula, charge and spin: 18.88 kcal per mole
* SMILES: Cc1ccc(S(=O)(=O)N2CCC(=O)N(CCOC(=O)NCc3ccccc3)CC2)cc1
* E_LUMO: 0.54 eV
* gap between HOMO and LUMO: 9.5 eV

***

Entry 3:
Molecular formula: C22H27N3O7
Method: DFT, ωB97M-V/def2-TZVPD

CARTESIAN COORDINATES (ANGSTROEM)
1 C 2.0064 -2.6396 4.0529
2 C 1.3676 -1.4939 3.2789
3 N -0.0570 -1.7301 3.1120
4 C -0.9633 -0.7317 3.1080
5 O -0.7160 0.3922 3.4899
6 C -2.3313 -1.1588 2.5619
7 C -3.3256 -0.0074 2.6455
8 C -3.1897 0.7125 1.3143
9 O -3.6306 1.8054 1.0571
10 N -2.4975 -0.1072 0.4628
11 C -2.1194 0.1877 -0.8537
12 C -2.0791 1.5039 -1.3165
13 C -1.6419 1.7778 -2.5956
14 C -1.2381 0.7584 -3.4482
15 C -1.3250 -0.5635 -3.0078
16 C -1.7543 -0.8407 -1.7171
17 O -0.9988 -1.6248 -3.8134
18 C -0.8914 -1.2746 -5.1753
19 C -0.0901 0.0181 -5.3247
20 O -0.7634 1.0837 -4.6949
21 C -2.2131 -1.4025 1.0487
22 C 1.9538 -1.4398 1.8534
23 O 2.1176 -2.4907 1.2510
24 N 2.2192 -0.2472 1.2955
25 C 1.9275 1.0789 1.7947
26 C 0.9231 1.7776 0.8750
27 C 1.4085 1.8285 -0.5796
28 C 2.5611 2.7966 -0.7302
29 O 3.6289 2.7355 -0.1783
30 O 2.2595 3.7798 -1.5839
31 C 1.8129 0.4168 -1.0279
32 C 2.7900 -0.2145 -0.0401
33 H 1.4801 -2.7998 4.9903
34 H 1.9737 -3.5479 3.4552
35 H 3.0461 -2.4057 4.2647
36 H 1.4788 -0.5590 3.8268
37 H -0.2943 -2.6298 2.7211
38 H -2.6640 -2.0541 3.0904
39 H -4.3540 -0.3500 2.7638
40 H -3.0884 0.6823 3.4554
41 H -2.3893 2.3072 -0.6717
42 H -1.5950 2.7927 -2.9561
43 H -1.8019 -1.8786 -1.4334
44 H -0.3956 -2.1097 -5.6719
45 H -1.8922 -1.1297 -5.6048
46 H 0.0214 0.2967 -6.3735
47 H 0.9018 -0.1199 -4.8715
48 H -2.9500 -2.1448 0.7151
49 H -1.2154 -1.7403 0.7536
50 H 1.4998 1.0480 2.7938
51 H 2.8618 1.6492 1.8184
52 H 0.7410 2.7848 1.2503
53 H -0.0244 1.2380 0.9032
54 H 0.5991 2.1931 -1.2179
55 H 2.9999 4.4022 -1.6710
56 H 2.2698 0.4510 -2.0182
57 H 0.9092 -0.1930 -1.0904
58 H 3.0189 -1.2409 -0.3309
59 H 3.7127 0.3717 -0.0052

* energy above the lowest of the compared OMol25 structures with the same formula, charge and spin: 0.00 kcal per mole
* SMILES: C[C@H](NC(=O)[C@H]1CC(=O)N(c2ccc3c(c2)OCCO3)C1)C(=O)N1CCC(C(=O)O)CC1
* E_LUMO: 0.58 eV
* gap between HOMO and LUMO: 8.7 eV

***

Entry 4:
Molecular formula: C22H27NO3S
Method: DFT, ωB97M-V/def2-TZVPD

CARTESIAN COORDINATES (ANGSTROEM)
1 C -0.2091 -1.8598 -3.1492
2 C -0.9526 -2.1051 -1.8445
3 O -0.1340 -1.7345 -0.7312
4 C -0.3888 -0.5787 -0.1371
5 O -1.3164 0.1419 -0.4147
6 C 0.6039 -0.2263 0.9693
7 C -0.1514 -0.3167 2.3172
8 C -0.6004 -1.7187 2.6409
9 C -1.7113 -2.2258 1.9749
10 C -2.1536 -3.5176 2.1862
11 C -1.4888 -4.3249 3.0913
12 C -0.4080 -3.8185 3.7879
13 C 0.0494 -2.5218 3.5827
14 C 1.2028 -2.0248 4.4059
15 C 1.8585 -1.1035 0.9662
16 C 2.7006 -0.8963 -0.2915
17 C 2.9921 0.5887 -0.4878
18 N 1.7603 1.3551 -0.5090
19 C 1.1934 1.6142 -1.7247
20 O 1.6939 1.2208 -2.7658
21 C -0.0151 2.4583 -1.7343
22 S -1.2990 1.9992 -2.7990
23 C -2.1868 3.4027 -2.3838
24 C -1.5197 4.1919 -1.5034
25 C -0.2614 3.6623 -1.1261
26 C 0.6768 4.3859 -0.2151
27 C 1.0046 1.2455 0.7154
28 H 0.6874 -2.4734 -3.1956
29 H -0.8529 -2.1103 -3.9871
30 H 0.0808 -0.8142 -3.2319
31 H -1.1773 -3.1660 -1.7087
32 H -1.8767 -1.5196 -1.8111
33 H -1.0301 0.3299 2.2467
34 H 0.4969 0.0745 3.1009
35 H -2.2474 -1.5899 1.2862
36 H -3.0154 -3.8887 1.6517
37 H -1.8186 -5.3384 3.2658
38 H 0.0948 -4.4433 4.5127
39 H 2.0659 -1.7974 3.7839
40 H 1.4986 -2.7803 5.1296
41 H 0.9275 -1.1230 4.9517
42 H 2.4613 -0.8276 1.8357
43 H 1.5753 -2.1524 1.0611
44 H 3.6387 -1.4465 -0.2034
45 H 2.1689 -1.2694 -1.1657
46 H 3.6089 0.9709 0.3331
47 H 3.5051 0.7570 -1.4357
48 H -3.1542 3.5644 -2.8161
49 H -1.8997 5.1256 -1.1275
50 H 0.2919 4.3946 0.8051
51 H 0.7776 5.4202 -0.5409
52 H 1.6582 3.9198 -0.2163
53 H 1.6226 1.6085 1.5435
54 H 0.1006 1.8495 0.6466

* energy above the lowest of the compared OMol25 structures with the same formula, charge and spin: 0.00 kcal per mole
* SMILES: CCOC(=O)[C@@]1(Cc2ccccc2C)CCCN(C(=O)c2sccc2C)C1
* E_LUMO: 0.71 eV
* gap between HOMO and LUMO: 9.4 eV

***

Entry 5:
Molecular formula: C22H28B2Ba2Br14O16
Method: DFT, ωB97M-V/def2-TZVPD

CARTESIAN COORDINATES (ANGSTROEM)
1 Ba 8.7788 -10.0251 -11.0257
2 Ba 0.1889 1.3350 -19.3883
3 O 9.3372 -6.2298 -18.1125
4 C 8.2869 -5.5485 -18.0067
5 O 7.7664 -4.6738 -18.7718
6 B 6.5427 -4.0862 -18.1809
7 O 6.4020 -4.8908 -16.9354
8 C 7.3239 -5.7761 -16.8161
9 O 7.4827 -6.6155 -15.8954
10 O 5.4403 -4.2035 -19.0547
11 C 4.9241 -3.0306 -19.2618
12 O 3.8288 -2.7360 -19.7908
13 C 5.7705 -1.9987 -18.5820
14 O 6.7125 -2.6328 -17.9160
15 O 5.4469 -0.8278 -18.5923
16 O 3.5725 -7.4264 -11.6331
17 C 3.3182 -6.2474 -11.6199
18 O 2.2023 -5.6561 -11.9895
19 B 2.4644 -4.2068 -12.1553
20 O 3.8330 -3.9802 -11.6156
21 C 4.4419 -5.1141 -11.4387
22 O 5.6553 -5.3317 -11.1805
23 O 2.3173 -3.6908 -13.5164
24 C 1.5720 -2.6583 -13.5312
25 O 1.2010 -2.0418 -14.5288
26 C 1.0735 -2.3750 -12.1105
27 O 1.5657 -3.3235 -11.3492
28 O 0.3780 -1.3994 -11.6679
29 Br 10.2626 -1.2429 -11.9909
30 C 8.4472 -0.7189 -12.8373
31 C 7.8172 0.3582 -11.9326
32 Br 6.1936 1.0753 -12.7953
33 H 7.8004 -1.5766 -13.0225
34 H 8.6155 -0.1900 -13.7754
35 H 8.4418 1.1188 -11.4641
36 H 7.5093 -0.3128 -11.1306
37 Br -1.2905 -5.1171 -18.4492
38 C -0.2157 -6.6567 -18.9820
39 C 0.6777 -7.1047 -17.7592
40 Br 1.3909 -8.9311 -18.0408
41 H 0.4363 -6.4782 -19.8371
42 H -0.9321 -7.4218 -19.2811
43 H 0.0797 -7.2422 -16.8584
44 H 1.5764 -6.5670 -17.4568
45 Br 1.0818 -6.6017 -6.2008
46 C -0.6768 -7.5205 -6.4663
47 C -1.6964 -6.4290 -6.7012
48 Br -3.4813 -7.1624 -7.1554
49 H -0.8700 -8.0876 -5.5557
50 H -0.3457 -8.1894 -7.2607
51 H -1.3785 -5.7707 -7.5097
52 H -1.8362 -5.8494 -5.7888
53 Br -2.8803 0.5814 -6.0003
54 C -1.6390 2.1530 -6.0634
55 C -2.3798 3.1055 -5.1448
56 Br -4.0636 3.6649 -5.8769
57 H -1.4579 2.5640 -7.0566
58 H -0.6868 1.7711 -5.6950
59 H -1.7027 3.9518 -5.0293
60 H -2.7006 2.6191 -4.2236
61 Br -4.2988 -3.9824 -13.1372
62 C -5.4616 -2.8009 -12.1024
63 C -5.7464 -1.6486 -13.0136
64 Br -6.9516 -2.0373 -14.4893
65 H -4.9493 -2.5212 -11.1819
66 H -6.2911 -3.4218 -11.7641
67 H -4.8275 -1.2918 -13.4788
68 H -6.1000 -0.7383 -12.5294
69 Br 0.4154 6.3801 -9.9361
70 C 0.5196 6.2849 -11.9559
71 C 0.2952 4.8296 -12.4807
72 Br 0.5473 4.7388 -14.3597
73 H 1.5076 6.6419 -12.2464
74 H -0.2359 6.9578 -12.3618
75 H -0.7058 4.4781 -12.2305
76 H 0.9577 4.0984 -12.0174
77 Br -2.7397 -11.3848 -15.6103
78 C -2.6176 -12.2054 -13.7619
79 C -1.4526 -11.5252 -12.9923
80 Br -1.3159 -12.2810 -11.1799
81 H -2.5143 -13.2871 -13.8478
82 H -3.5811 -11.9687 -13.3104
83 H -1.5139 -10.4379 -12.9450
84 H -0.5117 -11.8166 -13.4592

* energy above the lowest of the compared OMol25 structures with the same formula, charge and spin: 371.53 kcal per mole
* E_LUMO: -8.55 eV
* gap between HOMO and LUMO: 2.9 eV
* net charge: +2

***

Entry 6:
Molecular formula: C22H28BN10O4STc
Method: DFT, ωB97M-V/def2-TZVPD

CARTESIAN COORDINATES (ANGSTROEM)
1 Tc 0.4087 -1.3459 0.7171
2 C 4.2786 -0.9008 2.5524
3 C 2.8908 -1.0084 2.6353
4 N 2.3845 -1.2748 1.4358
5 N 3.4141 -1.3503 0.5678
6 C 4.5655 -1.1365 1.2200
7 B 3.1676 -1.7650 -0.8939
8 N 2.2956 -0.7140 -1.6165
9 C 2.4358 -0.1313 -2.8118
10 C 1.2142 0.4186 -3.1805
11 C 0.3513 0.0854 -2.1353
12 N 1.0271 -0.5685 -1.1924
13 N 2.3049 -3.0564 -0.8859
14 C 2.5125 -4.2325 -1.4885
15 C 1.4042 -5.0379 -1.2912
16 C 0.5328 -4.2576 -0.5410
17 N 1.0859 -3.0680 -0.2980
18 H 4.9739 -0.7025 3.3495
19 H 2.2352 -0.9009 3.4856
20 H 5.5073 -1.1811 0.6976
21 H 4.1978 -1.9381 -1.4721
22 H 3.3784 -0.1689 -3.3348
23 H 0.9796 0.9185 -4.1047
24 H -0.7134 0.2178 -2.0091
25 H 3.4337 -4.4170 -2.0159
26 H 1.2518 -6.0443 -1.6392
27 H -0.4495 -4.4868 -0.1600
28 N 2.1082 1.9731 0.2230
29 C 0.7328 2.3913 0.0474
30 C 0.3876 3.8659 0.2883
31 C 0.5184 4.7343 -0.9603
32 C -0.4713 4.3580 -2.0781
33 N -1.8690 4.3135 -1.6388
34 C -2.5498 3.2184 -1.2948
35 N -2.3072 2.0381 -1.8591
36 N -3.5777 3.3242 -0.4454
37 C -0.2646 1.5335 0.8137
38 O -1.4210 1.8974 0.8679
39 O 0.1502 0.4386 1.3902
40 H 2.4042 2.0637 1.1867
41 H 2.7316 2.5260 -0.3522
42 H 0.4750 2.1589 -0.9934
43 H 1.0174 4.2577 1.0881
44 H -0.6402 3.9240 0.6481
45 H 1.5225 4.6760 -1.3921
46 H 0.3699 5.7813 -0.6849
47 H -0.2280 3.3863 -2.5053
48 H -0.3991 5.0781 -2.8913
49 H -2.2586 5.1885 -1.3215
50 H -1.6109 1.9691 -2.5801
51 H -2.4789 1.1974 -1.3133
52 H -3.5830 4.0599 0.2416
53 H -4.1073 2.4961 -0.2227
54 O -3.5205 -0.7950 -0.4706
55 C -2.6269 -1.3068 0.1918
56 O -1.3895 -1.1711 -0.1674
57 C -2.9775 -2.0490 1.4635
58 C -4.3436 -2.1643 1.7179
59 C -4.8274 -2.8433 2.8232
60 C -3.9419 -3.4423 3.7045
61 C -2.5833 -3.3497 3.4703
62 C -2.0871 -2.6486 2.3686
63 S -0.3228 -2.6119 2.3284
64 H -5.0194 -1.7072 1.0103
65 H -5.8948 -2.9111 2.9895
66 H -4.3046 -3.9830 4.5687
67 H -1.8808 -3.8187 4.1492

* E_LUMO (spin up / spin down): -4.24 / -3.62 eV
* gap between HOMO and LUMO (spin up / spin down): 6.7 / 7.4 eV
* 2S+1: 2
* net charge: +1
* expectation value of S²: 0.818

***

no.,M (Da)
1,429.54
2,445.54
3,445.47
4,385.53
5,1963.39
6,637.41